Record 1
This record from the Open Molecules 2025 dataset describes C11H27N7NaO11PbV as an isolated structure in a non-equilibrium geometry. The level of theory is ωB97M-V/def2-TZVPD.

Geometry as ORCA input:
```
! wB97M-V def2-TZVPD RIJCOSX def2/J DEFGRID3
* xyz 2 3
O -3.818 -3.723 -1.842
N -2.951 0.552 3.674
O -3.085 -4.593 -0.027
O -2.808 2.781 3.192
O 0.193 -2.218 -4.653
H 2.545 1.600 2.892
C 3.729 -1.379 0.199
H 0.019 3.002 -2.367
C 0.800 -1.126 -4.770
Pb -1.623 -3.330 -3.059
H 1.836 1.092 6.412
N -0.751 2.420 -2.099
O 3.004 -2.187 -0.723
C 0.971 0.315 2.106
H 1.379 -1.535 -1.800
H 4.500 -0.913 -0.428
H 2.952 -0.652 -2.096
H -0.638 1.423 -2.161
H -1.246 4.606 -1.169
H -3.191 0.754 4.631
H 1.418 -1.219 1.127
H 0.969 0.802 -4.071
O -0.748 -2.806 -0.590
Na -3.682 -0.422 -1.017
N 0.373 -0.003 -4.144
O -3.021 2.089 -1.737
C 3.037 -0.156 0.839
C 1.644 1.612 5.476
C -2.003 2.797 -1.748
H -2.101 1.957 0.912
N 1.799 -0.921 -5.635
H 2.653 -2.256 -2.745
H 2.504 0.405 0.059
O 1.595 0.706 4.393
H 3.678 0.486 1.439
H 0.751 2.081 3.106
H -2.841 -0.381 3.337
C -0.937 -1.556 -0.677
N -2.078 4.077 -1.351
C -3.948 -3.805 -0.582
H -3.006 4.416 -1.153
V -1.979 -3.187 1.177
N -2.327 1.263 1.603
H 0.493 0.850 1.270
O -1.432 -1.213 0.422
H 0.125 -0.122 2.649
H 4.216 -2.018 0.928
C -2.685 1.609 2.872
H -2.243 0.307 1.295
H 2.499 2.292 5.391
O -1.232 -1.160 -1.856
N 1.988 -0.651 1.759
H 2.149 -0.005 -5.849
C 2.469 -1.610 -1.883
H 2.035 -1.722 -6.201
H 0.701 2.162 5.493
H -0.322 -0.143 -3.434
C 1.520 1.297 3.114
O -3.847 -2.741 0.099
*
```

Summary:
Frontier orbital gap (alpha / beta): 0.13279 / 0.18871 hartree

---

Record 2
This record from the Open Molecules 2025 dataset describes one molecule with the formula C3H4N2O2 in a non-equilibrium geometry. The level of theory is ωB97M-V/def2-TZVPD.

Geometry as ORCA input:
```
! wB97M-V def2-TZVPD RIJCOSX def2/J DEFGRID3
* xyz 0 1
C 2.117 -0.348 -0.079
H -0.675 1.429 0.287
C -2.272 -0.572 0.036
O 3.308 -0.141 -0.014
N 1.106 0.647 -0.033
H 1.770 -1.416 -0.176
N -0.879 -0.662 0.050
C -0.242 0.467 0.099
H -2.707 -1.545 0.013
H 1.368 1.666 -0.047
O -2.894 0.476 -0.136
*
```

Summary:
Frontier orbital gap: 0.36594 hartree
SMILES string: O=C/N=C/NC=O

---

Going through the records in order, we get energy relative to the best compared isomer or geometry (same formula, charge and spin) values of 0.0, 43.6 kcal/mol.